{
  "formula": "C4H6O2",
  "method": "the ωB97M-V functional and the def2-TZVPD basis",
  "elements": ["H", "C", "H", "O", "C", "H", "H", "C", "O", "H", "H", "C"],
  "xyz": [[-0.85796, 1.40714, 0.72615], [1.18809, -0.01012, -0.20948], [-0.74425, -1.36213, -0.18165], [0.95012, -0.14583, -2.67438], [-0.09324, 0.81556, 1.27341], [1.78038, 0.89803, -0.16125], [1.53689, -0.81028, 0.43698], [0.64499, -0.34580, -1.52098], [-0.68440, -0.02729, 2.12018], [-1.47949, 0.07098, -1.09277], [-1.65492, -0.05349, 2.05274], [-0.58390, -0.45703, -0.76143]],
  "forces_ev_per_angstrom": [[0.14, -0.10, 0.02], [0.40, -0.06, -0.15], [0.11, 0.19, -0.06], [-0.13, -0.14, 0.40], [-0.36, 0.09, 0.00], [-0.14, -0.09, 0.03], [-0.16, 0.11, -0.09], [0.00, 0.14, -0.08], [-0.05, -0.04, -0.02], [0.20, 0.03, 0.16], [0.19, 0.00, -0.06], [-0.20, -0.13, -0.13]],
  "mulliken_charge": [0.25, -0.54, 0.35, -0.56, -0.34, 0.32, 0.31, 0.64, -0.34, 0.40, 0.33, -0.83],
  "e_lumo_ha": 0.008,
  "e_tot_ev": -8333.8406,
  "e_homo_ev": -8.15
}